[1]
DFT (wB97M-V/def2-TZVPD) results for a 3-piece molecular cluster, C30H28BrN3O6S overall.

Its LUMO energy is -0.55 eV. The HOMO energy comes out at -7.508 eV. Its HOMO-LUMO gap is 6.961 eV. The total charge is 0.

Last column: Löwdin charge in e.
Geometry (Å):
Br: 3.1894 -2.9163 3.3746  0.71
S: -0.5240 0.7502 -2.0159  1.03
O: 4.8204 -0.7602 2.9586  0.05
O: 0.4795 3.3208 3.1310  0.07
O: -4.3665 -4.0687 0.8352  -0.07
O: 0.8882 -1.8417 -4.9651  0.06
O: 0.2783 4.6507 4.8103  0.08
O: 1.6326 -0.9810 -6.7913  0.08
N: 0.8047 3.7208 4.2305  -0.35
N: 0.7313 -1.3213 -6.0526  -0.35
N: -0.3271 0.3404 1.1142  -0.03
C: -0.6491 -1.0794 -6.5017  -0.15
C: 4.1571 -1.7286 0.8898  -0.14
C: 3.9553 1.7208 6.1924  -0.06
C: -2.2093 -2.9509 1.1065  -0.18
C: -3.2294 -0.6525 -7.3477  -0.07
C: -1.9751 2.0446 1.5230  -0.02
C: 3.3121 2.7799 6.8189  -0.07
C: -2.1124 -1.4381 0.8468  -0.17
C: 3.5750 1.3195 4.9170  -0.05
C: -2.3072 2.5991 -1.1600  -0.11
C: 2.5420 1.9775 4.2667  0.01
C: -2.8906 3.0056 1.1213  -0.07
C: 0.8205 0.0724 -1.0847  -0.44
C: 4.2125 -1.5771 2.3775  -0.80
C: -1.0271 -0.8042 1.7239  -0.15
C: -2.1646 -0.2996 -8.1670  -0.07
C: -3.0557 3.3035 -0.2267  -0.08
C: -1.4099 1.6170 -0.7485  -0.45
C: 2.2811 3.4433 6.1746  -0.01
C: -0.8622 -0.5105 -7.7438  0.00
C: -1.6956 -1.4330 -5.6712  0.00
C: 3.0180 -0.9030 -1.1564  -0.03
C: -2.9948 -1.2142 -6.0996  -0.06
C: 1.9394 -0.3334 -1.8072  -0.09
C: 0.7667 -0.0376 0.2963  -0.21
C: 2.9709 -1.0496 0.2283  -0.21
C: -1.2134 1.3275 0.5978  -0.24
C: 1.9102 3.0284 4.9090  -0.15
C: 1.8725 -0.6029 0.9398  0.02
C: -3.2062 -3.6121 0.1432  -0.25
H: 4.7580 1.2023 6.7007  0.11
H: 4.0650 -2.7933 0.6734  0.11
H: -3.8239 -1.4847 -5.4606  0.11
H: -0.2922 -1.5303 2.0571  0.11
H: 3.6124 3.0888 7.8109  0.11
H: -1.5096 -1.8712 -4.7017  0.12
H: -2.4811 -3.1573 2.1394  0.12
H: 1.8399 -0.7101 2.0146  0.09
H: 4.0868 0.4940 4.4353  0.07
H: 3.8786 -1.2283 -1.7202  0.12
H: 5.1001 -1.3994 0.4633  0.13
H: -1.8720 1.8475 2.5795  0.11
H: -0.0305 -0.2362 -8.3754  0.12
H: -4.2451 -0.4890 -7.6834  0.11
H: 2.2374 1.6748 3.2742  0.11
H: -2.3490 0.1397 -9.1376  0.11
H: 1.9528 -0.2414 -2.8832  0.10
H: -3.5085 -2.8620 -0.5863  0.11
H: -1.8883 -1.3143 -0.2116  0.11
H: -3.7488 4.0667 -0.5441  0.10
H: -1.4995 -0.4406 2.6363  0.12
H: -2.4296 2.8337 -2.2071  0.10
H: -3.0672 -0.9835 1.1013  0.12
H: -1.2042 -3.3472 0.9554  0.11
H: -5.1118 -3.5411 0.5476  0.08
H: -3.4682 3.5357 1.8636  0.10
H: -2.7157 -4.4286 -0.3834  0.11
H: 1.7769 4.2689 6.6542  0.12

Cartesian forces, eV/Å:
-0.10 -0.06 0.02
-0.12 -0.12 0.05
0.47 0.47 0.43
0.00 0.01 0.00
0.08 -0.23 -0.08
0.00 0.02 0.00
0.00 -0.02 0.00
-0.01 -0.02 0.00
-0.05 0.06 -0.05
0.06 0.06 0.05
-0.04 -0.20 -0.77
-0.16 0.00 -0.06
-0.51 -0.75 -0.23
-0.03 0.01 -0.02
0.22 0.41 -0.45
0.02 0.00 0.01
-0.26 0.16 -0.15
0.05 -0.09 -0.07
0.30 -0.73 0.62
0.06 -0.01 0.15
-0.18 0.28 0.36
0.05 -0.14 -0.13
0.05 -0.04 -0.11
-0.40 0.48 -0.33
-0.03 -0.24 -0.47
-0.42 0.48 0.36
-0.07 -0.04 0.10
0.29 -0.43 0.08
0.42 -0.18 -0.30
0.00 0.11 0.18
0.04 0.08 -0.19
-0.13 -0.09 0.24
-0.48 0.16 0.08
0.02 0.05 -0.14
0.21 -0.21 0.26
0.44 -0.32 0.28
0.39 0.10 0.06
-0.46 0.42 0.51
0.14 -0.12 0.07
0.07 -0.01 -0.23
0.12 0.42 0.55
0.01 0.00 -0.01
0.09 -0.10 0.01
0.01 -0.01 0.02
0.19 -0.11 -0.20
-0.01 0.02 0.00
0.14 0.02 -0.02
-0.15 -0.09 0.06
-0.05 0.09 0.10
-0.15 0.22 0.12
0.10 -0.06 -0.04
0.07 0.30 0.10
0.21 -0.06 0.05
0.08 -0.05 0.08
0.00 0.01 0.00
-0.09 0.09 0.00
0.02 0.01 -0.01
-0.05 0.09 -0.09
0.05 -0.05 -0.28
-0.01 0.29 -0.09
-0.06 0.06 -0.05
0.00 -0.01 0.12
0.13 -0.12 -0.15
-0.17 0.20 -0.37
0.03 -0.23 -0.02
-0.11 -0.02 0.02
0.00 0.04 0.09
-0.24 -0.25 -0.01
-0.08 0.01 -0.10

=====

[2]
DFT (wB97M-V/def2-TZVPD) results for C30H28Cl5GeN2Pd as an isolated structure.

Its energy relative to the best compared isomer or geometry (same formula, charge and spin) is 165.7 kJ/mol. The spin multiplicity is 2. Its expectation value of S² is 0.755. Its LUMO energy (spin up / spin down) is -7.54 / -7.54 eV. The HOMO energy (spin up / spin down) comes out at -13.564 / -13.490 eV. Its HOMO-LUMO gap (spin up / spin down) is 6.023 / 5.952 eV. The total charge is +2.

Last column: Mulliken spin population.
Geometry (Å):
Pd: -0.4053 -0.3946 0.8752  0.52
Ge: 1.4482 -0.5255 -0.5384  0.03
Cl: -0.2462 0.5236 3.6377  0.03
Cl: -1.4332 -1.0735 6.2798  0.01
Cl: -3.3731 -4.7960 2.8468  0.01
Cl: -3.0850 -3.6648 5.7414  0.00
Cl: -2.0937 -3.0470 0.3967  0.01
N: -3.4494 3.0211 -1.0787  0.00
N: -1.9356 1.2299 -0.1863  -0.01
C: -1.1353 2.4166 -0.5345  0.03
C: 2.5307 0.2079 0.9518  -0.02
C: -1.1875 -0.9385 3.5961  -0.13
C: -3.4923 1.8452 -2.0052  0.00
C: 4.0835 1.3376 2.9499  0.00
C: 2.3217 1.5925 -2.3898  0.00
C: 1.5644 -3.2557 0.3707  0.03
C: -1.6841 -1.6324 4.6842  0.01
C: 0.6695 0.0498 -3.2489  -0.01
C: -2.9221 1.5807 0.8448  0.03
C: 3.5708 -0.5291 1.5121  0.00
C: 2.2439 1.4939 1.4219  0.01
C: -2.5579 -3.3212 3.1261  0.01
C: 2.3890 -2.9526 -1.8874  0.00
C: 2.4607 -5.1187 -0.8463  0.00
C: 0.6698 0.7160 -4.4644  0.00
C: 1.8324 -2.4277 -0.7236  -0.03
C: -2.6239 0.7263 -1.3826  0.00
C: 1.8837 -4.6016 0.3069  0.01
C: 2.3210 2.2535 -3.6097  0.00
C: -2.0584 3.5653 -1.0066  0.00
C: 1.5049 0.4782 -2.2115  0.02
C: 1.4927 1.8232 -4.6392  0.00
C: -3.9203 2.6247 0.2871  0.00
C: -2.3988 -2.8184 4.4293  -0.01
C: 2.7107 -4.3006 -1.9406  0.00
C: 3.0289 2.0629 2.4119  0.00
C: -1.3928 -1.3920 2.3125  0.57
C: 4.3544 0.0522 2.4973  0.00
C: -2.0324 -2.5901 2.0718  -0.10
H: 4.6971 1.7759 3.7255  0.00
H: -4.0684 3.7471 -1.4402  0.00
H: 2.8263 3.0694 2.7548  0.00
H: 1.4279 2.0630 0.9913  0.00
H: -3.1172 2.1658 -2.9757  0.00
H: -1.7776 3.9397 -1.9892  0.00
H: 1.4943 2.3484 -5.5852  0.00
H: -2.0562 4.4046 -0.3131  0.00
H: 0.0523 0.3615 -5.2796  0.00
H: -3.4426 0.6757 1.1544  -0.01
H: 3.1555 -4.7072 -2.8389  0.00
H: -4.9261 2.2193 0.1927  0.00
H: 2.9719 1.9247 -1.5886  0.00
H: -0.5725 2.7233 0.3454  -0.01
H: 2.9799 3.0981 -3.7623  0.00
H: -2.3928 1.9678 1.7152  0.00
H: 2.5834 -2.3118 -2.7394  0.00
H: 1.6896 -5.2493 1.1516  0.00
H: 0.0449 -0.8277 -3.1091  0.00
H: 3.7862 -1.5331 1.1688  0.00
H: -3.2349 -0.1286 -1.0954  0.00
H: -3.9709 3.5154 0.9100  0.00
H: -4.5293 1.5387 -2.1280  0.00
H: 1.1195 -2.8460 1.2725  0.01
H: -0.4273 2.1404 -1.3161  -0.01
H: 2.7254 -6.1666 -0.8943  0.00
H: -1.8772 0.3766 -2.0939  0.00
H: 5.1848 -0.5064 2.9086  0.00

Cartesian forces, eV/Å:
-1.00 1.39 -0.04
2.82 -0.85 -0.73
0.04 0.19 0.66
0.01 0.07 -0.07
-0.01 0.01 -0.06
0.00 -0.08 0.05
-0.22 -0.32 0.08
-0.14 0.16 -0.08
0.61 -0.32 0.08
-0.15 0.03 -0.07
-1.32 0.06 -0.55
-0.04 -0.05 -0.63
0.02 -0.32 -0.18
-0.02 -0.01 -0.01
0.04 0.02 0.13
0.10 -0.08 -0.03
-0.16 -0.13 0.05
0.05 -0.06 0.00
-0.01 0.00 0.04
0.06 -0.10 0.09
0.29 0.13 0.03
-0.05 0.01 0.12
-0.06 -0.03 -0.07
0.04 -0.01 -0.04
-0.01 0.00 -0.01
-0.65 0.68 0.15
-0.02 -0.05 0.00
-0.03 -0.03 0.05
0.05 0.03 -0.02
0.37 0.09 0.07
-0.73 -0.23 0.55
-0.01 0.01 0.02
-0.07 -0.20 0.32
0.07 0.06 0.04
0.03 0.09 -0.06
-0.12 0.07 -0.03
0.06 -1.03 0.46
0.07 -0.13 -0.02
0.21 0.61 -0.13
0.02 0.00 -0.01
0.00 -0.01 0.00
0.00 -0.03 0.04
0.05 0.05 -0.03
0.03 0.10 0.05
-0.11 -0.05 -0.04
0.03 -0.02 -0.01
-0.12 -0.02 0.02
-0.02 0.03 0.00
-0.01 0.00 -0.01
0.02 -0.04 0.03
0.01 0.02 -0.10
0.01 0.03 -0.03
-0.03 0.04 0.00
-0.02 0.01 0.00
0.00 0.02 -0.02
0.01 -0.03 -0.02
0.00 0.01 0.00
0.02 -0.02 -0.08
-0.01 0.00 0.00
0.01 0.01 0.03
0.04 0.06 -0.09
-0.03 0.08 0.07
0.05 -0.04 0.04
-0.02 0.02 0.00
-0.03 -0.01 0.01
-0.03 0.07 -0.03
-0.01 0.03 0.04

=====

| no. | total energy (Eh) |
| --- | --- |
| 1 | -4747.7168 |
| 2 | -5774.6280 |